[1]
Computed, not measured: a structure of composition C29H36ClN4S3SbScSe2Si2, with the ωB97M-V functional and the def2-TZVPD basis.

The geometry in XYZ format:
```
79
C29H36ClN4S3SbScSe2Si2, DFT the ωB97M-V functional and the def2-TZVPD basis
Sb 3.9979 -2.6411 0.8690
Se 1.0900 1.7841 -3.2249
Se -0.5715 -0.6291 -2.0233
Sc 1.6138 -0.3303 0.1202
Cl -4.7218 -0.9416 -0.7011
S 3.5530 -0.5290 1.7963
S 3.9334 -4.4186 2.3024
S 2.3793 -2.6077 -0.8369
Si -0.3668 -2.5203 2.1235
Si 1.9624 3.0969 0.8366
N 1.1808 1.5587 1.0121
N -1.8371 1.0262 -0.2000
N 0.1194 -0.9591 1.5162
N 3.1350 0.4847 -1.7916
C 4.8736 0.2846 -3.9550
C -4.7672 -3.4218 -3.8099
C -2.5122 2.0846 0.2366
C -4.1769 -2.0412 -1.9362
C 5.3039 -0.0588 -2.6738
C 2.7386 0.9070 -3.0084
C -2.8381 -2.4186 -2.0164
C -2.5031 -3.3243 -3.0283
C -1.6204 1.0911 4.1403
C -5.1332 -2.5317 -2.8173
C -1.2019 0.0088 3.3675
C -2.2642 -2.7653 2.0435
C -0.1777 2.4835 2.8457
C -2.8540 2.8746 -1.9854
C -1.7612 -1.9153 -1.1110
C 0.2180 -2.7333 3.9123
C 0.2661 1.4175 2.0571
C 2.7946 3.6603 2.4497
C 0.2525 -4.0614 1.2480
C 3.3739 3.1858 -0.3858
C -3.0396 3.0383 -0.6191
C -1.1102 2.3430 3.8715
C -2.1402 1.7818 -2.4439
C 3.5997 0.7662 -4.1185
C 4.3957 0.0464 -1.6469
C -1.6480 0.8924 -1.4965
C -3.4404 -3.8220 -3.9127
C 0.7566 4.4257 0.2303
C -0.2825 0.1189 2.3187
H -1.6263 -0.9545 3.6091
H 3.2283 1.0696 -5.0872
H 1.3024 -4.2586 1.4581
H 4.6768 -0.2197 -0.6347
H -2.6212 -3.2369 2.9640
H -1.4656 -3.6250 -3.1138
H -2.5210 -3.4330 1.2167
H 0.2063 3.4741 2.6571
H 0.7536 -1.8391 4.2358
H -6.1588 -2.2071 -2.7091
H -3.1372 -4.5188 -4.6834
H -2.6144 2.1644 1.3140
H 0.6249 4.2977 -0.8473
H -3.5741 3.8907 -0.2214
H -2.1195 -1.4218 -0.2124
H -0.6009 -2.9096 4.6146
H 3.2303 2.7887 2.9449
H 1.1568 5.4292 0.4068
H -1.4083 3.2111 4.4493
H 5.5347 0.1862 -4.8091
H 0.1266 -4.0941 0.1671
H -1.1086 -2.7365 -0.8178
H -0.3343 -4.8785 1.6865
H -2.8200 -1.8377 1.9044
H -5.5131 -3.8019 -4.4962
H 3.0652 2.9695 -1.4050
H 2.1395 4.1547 3.1661
H -0.2266 4.3581 0.6970
H 4.2151 2.5453 -0.1147
H -2.3393 0.9341 4.9369
H 0.9141 -3.5728 3.9707
H -1.9367 1.6266 -3.4940
H 3.6089 4.3483 2.2049
H -3.2494 3.5999 -2.6866
H 3.7180 4.2259 -0.3506
H 6.3042 -0.4187 -2.4756
```

Properties
⟨S²⟩: 0.761
Relative energy (zero: lowest compared OMol25 entry of this formula, charge and spin) (eV): 0.1567
Spin multiplicity: 2
Net charge: -2
Calculated total energy (Eh): -9383.659685
LUMO (spin up / spin down) (eV): 4.0 / 3.4
HOMO energy (spin up / spin down) (Ha): -0.05486 / -0.05647



[2]
Computed, not measured: a structure of composition C29H36N6O2RuS4Sb2 at a distorted geometry, with the ωB97M-V functional and the def2-TZVPD basis.

The geometry in XYZ format:
```
80
C29H36N6O2RuS4Sb2, DFT the ωB97M-V functional and the def2-TZVPD basis
Sb -2.4872 0.9066 0.6312
Sb -0.2950 1.2194 -2.2674
Ru 0.2232 0.0629 1.1414
S 3.1353 -1.6171 2.6629
S 3.7733 2.3066 -1.2187
S 0.6912 -4.0613 2.2062
S 1.6961 0.1547 -0.7069
O 3.0727 -2.8723 3.3627
O 3.4290 -0.4029 3.3692
N 1.9544 2.5004 0.6659
N -0.2759 -1.9581 1.1365
N 0.9277 1.9050 1.4208
N 1.7156 -1.4079 1.9195
N -0.5585 0.5074 3.0421
N 7.1992 -2.3247 -1.5543
C -3.8023 -0.6487 1.2444
C -0.7556 2.3160 4.5878
C 0.5398 2.5454 2.4551
C 5.1418 -3.0145 -0.5039
C 6.3062 -1.0583 0.2900
C 6.2340 -2.1391 -0.5908
C 5.3325 -0.8714 1.2541
C -1.6578 0.1726 5.1285
C -4.2111 -0.8921 -4.4499
C 2.3719 1.7485 -0.2815
C 0.7984 -2.3822 1.7628
C -0.3066 1.7900 3.3966
C -1.1992 -0.2854 3.8997
C -4.8806 -0.2540 -2.2294
C -3.9442 0.7783 -2.2035
C -0.8747 -4.1359 1.4609
C -2.1605 2.0553 -3.3966
C -1.4468 1.4943 5.4704
C 4.2696 -1.7593 1.3440
C 4.1749 -2.8314 0.4594
C -3.1514 0.9923 -3.3494
C -3.8185 1.6098 -0.9680
C -3.2172 2.3719 1.9917
C -5.0168 -1.0839 -3.3305
C -3.2877 0.1316 -4.4498
C -1.2279 -2.9385 0.9615
C 0.8398 0.8638 -4.0512
C -1.0482 -0.7913 -2.1711
C 2.9358 3.5245 -2.2749
H 1.8203 0.4795 -3.7799
H 3.3486 -3.5289 0.5349
H 0.3085 0.1240 -4.6491
H -1.3429 -1.3106 3.5811
H -4.7713 1.6420 -0.4380
H -2.4004 2.9695 -2.8651
H -5.5157 -0.4073 -1.3639
H -3.4048 -1.1516 2.1243
H -3.5024 2.6330 -1.1686
H -4.3023 2.3949 1.9018
H -2.6652 0.3004 -5.3217
H -1.8004 1.8790 6.4174
H -4.7676 -0.2013 1.4800
H -2.0649 -0.8309 -1.7846
H -0.5602 3.3554 4.8170
H -5.7558 -1.8745 -3.3222
H -2.9440 2.0981 3.0084
H -2.1687 -0.5057 5.7973
H 3.6884 4.2583 -2.5545
H 2.1496 4.0204 -1.7099
H 0.9254 3.5374 2.6670
H 7.1417 -0.3715 0.2229
H -1.4415 -5.0516 1.4375
H -4.3166 -1.5319 -5.3155
H -2.8091 3.3549 1.7620
H 5.0726 -3.8492 -1.1915
H -2.1407 -2.7136 0.4342
H 0.9479 1.7786 -4.6331
H 5.3920 -0.0442 1.9487
H -1.0457 -1.2132 -3.1748
H 2.5372 3.0512 -3.1695
H -0.3985 -1.3710 -1.5200
H -1.7410 2.2619 -4.3795
H -3.9215 -1.3764 0.4433
H 7.2442 -3.2068 -2.0309
H 8.0661 -1.8257 -1.4729
```

Properties
⟨S²⟩: 0.774
Relative energy (zero: lowest compared OMol25 entry of this formula, charge and spin) (eV): 2.1071
Spin multiplicity: 2
Net charge: +1
Calculated total energy (Eh): -3773.573896
LUMO (spin up / spin down) (eV): -3.6 / -5.1
HOMO energy (spin up / spin down) (Ha): -0.35977 / -0.35971



[3]
Computed, not measured: a structure of composition C29H37Br4F3N2O6SSi2TeY, with the ωB97M-V functional and the def2-TZVPD basis.

The geometry in XYZ format:
```
86
C29H37Br4F3N2O6SSi2TeY, DFT the ωB97M-V functional and the def2-TZVPD basis
Te -1.1007 -0.2935 -1.9676
Y 0.8831 -0.2480 0.5578
Br 0.8897 4.8847 1.4419
Br 2.0057 1.8224 -4.2444
Br 1.3253 6.7237 -1.3269
Br 1.8397 5.1657 -4.2089
S 0.4626 -3.0459 -0.4828
Si -2.7700 2.6808 -1.2154
Si -3.8170 -2.0689 -2.8157
F 6.6711 0.3328 5.4138
F 5.1644 1.2646 6.6493
F 6.2232 2.4352 5.1780
O 2.8258 -1.4416 0.1910
O 1.6668 0.7134 -1.4224
O -2.5137 -1.0979 3.1693
O 0.8847 -2.0134 2.5385
O -1.0545 -0.5925 1.5475
O 1.1168 1.9273 0.7854
N 2.6103 0.2936 2.5853
N 2.9771 -2.2138 -0.8744
C 1.9740 -3.0374 -1.2885
C -2.4446 4.4853 -1.6335
C 4.6170 0.8985 4.3907
C -2.2964 2.3272 0.5602
C -2.9794 -1.1456 -1.4220
C 1.2530 4.0788 -0.2321
C 4.1652 -2.1305 -1.5120
C -1.8131 1.6485 -2.4756
C -4.6164 2.3256 -1.4303
C -5.5066 -2.6790 -2.2457
C 3.4803 -0.6354 2.9772
C 1.7305 2.7842 -2.6348
C -4.0707 -0.9138 -4.2824
C -1.4080 -1.1463 2.6520
C 1.4291 4.8385 -1.4028
C 5.6738 1.2316 5.4030
C 0.1284 -1.1535 4.6144
C 2.2504 -3.8389 -2.4119
C 4.5060 -0.3802 3.8747
C 4.4409 -2.9018 -2.6064
C 2.7349 1.5297 3.0793
C 1.6209 2.0089 -1.4832
C 1.6506 4.1858 -2.6015
C -0.2814 -1.9326 3.3736
C 3.4553 -3.7797 -3.0632
C -2.7585 -3.5416 -3.3086
C -0.7564 -3.3314 3.7320
C 3.7176 1.8733 3.9936
C 1.3228 2.6966 -0.2547
H -1.7107 -3.2558 -3.4140
H -0.8975 2.1693 -2.7687
H -0.7304 -1.0417 5.2745
H 3.7775 2.8870 4.3658
H -4.5083 -1.4575 -5.1252
H -4.7523 -0.0989 -4.0222
H -5.4169 -3.3185 -1.3638
H 5.3975 -2.8035 -3.0983
H -1.0034 -3.8972 2.8296
H 3.6325 -4.3997 -3.9327
H -3.1312 -0.4762 -4.6250
H 4.8248 -1.3960 -1.0769
H 5.1951 -1.1648 4.1526
H 0.7521 -2.6913 1.8509
H -4.8788 1.3266 -1.0748
H -3.0120 5.1536 -0.9797
H -2.8081 -4.3238 -2.5462
H -1.2165 2.3837 0.7379
H -2.7658 -1.7978 -0.5702
H 2.0247 2.2556 2.7034
H -2.7680 3.0790 1.2017
H -2.4054 1.5460 -3.3896
H -2.7068 4.7177 -2.6691
H -4.9275 2.4080 -2.4753
H 0.9269 -1.6843 5.1386
H -6.1524 -1.8377 -1.9797
H 3.3413 -1.6182 2.5495
H -6.0128 -3.2550 -3.0257
H 0.0298 -3.8615 4.2739
H -3.5992 -0.3381 -1.0293
H 1.4588 -4.4933 -2.7464
H -1.6521 -3.2693 4.3472
H -5.2078 3.0406 -0.8508
H -1.3838 4.7103 -1.5024
H -3.0902 -3.9709 -4.2585
H -2.6224 1.3396 0.8928
H 0.4899 -0.1597 4.3450
```

Properties
Relative energy (zero: lowest compared OMol25 entry of this formula, charge and spin) (eV): 0.3772
Net charge: -1
Calculated total energy (Eh): -13567.811157
LUMO (eV): 2.1
HOMO energy (Ha): -0.17121



[4]
Computed, not measured: a structure of composition C29H37Cl5CsN5O4S4 at a distorted geometry, with the ωB97M-V functional and the def2-TZVPD basis.

The geometry in XYZ format:
```
85
C29H37Cl5CsN5O4S4, DFT the ωB97M-V functional and the def2-TZVPD basis
Cs 1.7699 -0.1100 -0.1052
Cl 5.3369 -4.8020 -1.9257
Cl 4.6249 0.4296 -0.8765
Cl 5.7705 -2.3144 -0.1067
Cl 2.4462 -1.7537 -5.3215
Cl 3.7741 -4.4781 -4.6101
S -1.1391 -0.8688 -1.9059
S 0.5810 -1.2408 3.3496
S -0.9899 2.3548 -0.1066
S 0.1780 -4.6523 1.9533
O 2.2118 1.0568 -2.2212
O 0.7515 -0.6460 1.9580
O -0.6685 -2.2327 -2.3987
O 2.5927 0.1972 -3.3225
N 0.8965 -3.9463 -0.5222
N 0.8080 3.3998 -1.8277
N 2.2283 -3.7551 -0.0995
N -1.3292 -4.2167 -0.2063
N -0.0846 4.8897 -0.4898
C -3.7050 -0.2456 4.4696
C -5.0743 -0.0783 -0.8662
C 3.3647 -0.8407 -2.9664
C 4.6587 -3.2770 -2.3559
C 3.9331 -3.1394 -3.5395
C 4.2210 -0.9473 -1.8590
C -1.1057 -0.8576 3.8110
C -0.9639 0.2846 -3.2905
C 3.3168 -1.9407 -3.8449
C 1.5859 4.6053 -2.0689
C -1.8254 -0.0117 2.9843
C 1.4237 1.2602 4.1248
C -3.5759 0.1532 -1.0075
C -0.0883 -4.2360 0.3416
C 4.8194 -2.1702 -1.5415
C -1.6619 -1.4199 4.9487
C 2.0837 -0.5931 5.5371
C 0.6877 5.6729 -1.4424
C 2.7481 0.2905 6.3804
C -1.1069 5.5101 0.3141
C 2.0949 2.1289 4.9668
C -3.1364 0.2949 3.3263
C 1.4225 -0.0953 4.4295
C -0.9098 -0.3900 -4.6544
C 2.7520 1.6458 6.0946
C -0.0631 3.5792 -0.8225
C -2.9692 -1.1036 5.2793
C -2.2384 -0.9052 -5.1905
C -2.9322 -0.9822 -1.7884
H -3.3376 -1.0730 -2.7950
H 2.7377 -4.6216 -0.2716
H -2.1482 -1.1795 -6.2413
H 1.2513 6.4577 -0.9379
H -0.6594 6.2044 1.0261
H -3.1094 0.2252 -0.0219
H -3.4199 -1.5346 6.1627
H -1.7933 0.9891 -3.1990
H 2.1719 -3.6761 0.9207
H -5.5465 0.7332 -0.3138
H -3.0917 -1.9308 -1.2704
H -5.5589 -0.1419 -1.8416
H 2.0919 -1.6568 5.7364
H -0.1941 -1.2104 -4.6084
H -3.0284 -0.1528 -5.1169
H 0.6520 -3.4728 -1.3893
H 0.0206 6.1398 -2.1763
H 2.5544 4.5444 -1.5638
H -1.0888 -2.1022 5.5631
H -0.0366 0.8180 -3.0798
H -1.6411 4.7343 0.8572
H -2.5639 -1.7974 -4.6552
H 2.1078 3.1882 4.7457
H 0.9097 1.6168 3.2416
H -1.8112 6.0596 -0.3179
H -4.7266 -0.0047 4.7303
H 1.7569 4.7614 -3.1316
H 1.2039 2.4791 -2.0584
H -5.2834 -1.0072 -0.3335
H 3.2773 2.3311 6.7456
H -2.0844 -4.2865 0.4554
H -1.4604 -3.6656 -1.0488
H -3.3833 1.1106 -1.4950
H 3.2720 -0.0842 7.2487
H -1.3614 0.3945 2.0956
H -0.4837 0.3474 -5.3399
H -3.7102 0.9603 2.6936
```

Properties
Relative energy (zero: lowest compared OMol25 entry of this formula, charge and spin) (eV): 0.6800
Calculated total energy (Eh): -5615.734175
LUMO (eV): 0.1
HOMO energy (Ha): -0.27971



[5]
Computed, not measured: a structure of composition C29H37F3NO4PSi2, with the ωB97M-V functional and the def2-TZVPD basis.

The geometry in XYZ format:
```
77
C29H37F3NO4PSi2, DFT the ωB97M-V functional and the def2-TZVPD basis
P -1.0010 -0.3648 -0.1678
Si -3.0693 3.5447 1.6274
Si -1.9454 1.7243 -0.4175
F -0.4780 4.0814 3.8331
F -0.2301 2.5046 2.3813
F 0.2025 2.1172 4.4734
O 0.5238 0.0140 0.3173
O -1.8773 2.3364 3.8770
O -1.6301 -0.8007 1.2960
O -2.9922 2.1054 0.8172
N -3.8947 3.9539 -2.3597
C 0.2827 1.9611 -4.8723
C -5.3520 2.2606 -1.5093
C -3.6258 -0.6187 4.2481
C 0.2946 1.5665 -6.2038
C 6.3483 -2.2190 0.7853
C -5.3519 -0.9955 2.6126
C -2.8946 1.7186 -2.0353
C -4.2844 -0.2429 3.0851
C 7.5561 -2.5376 1.3912
C 0.6076 -0.3268 -4.1936
C -2.9680 3.1976 3.4769
C 2.7477 -2.3594 -0.8800
C -0.6296 2.7561 3.6600
C -5.1028 -2.5056 4.4641
C 3.8916 -4.5729 -2.1107
C 3.7645 -2.1913 -1.8104
C 0.4661 0.2272 -6.5284
C -5.7602 -2.1302 3.3014
C -4.0377 -1.7498 4.9373
C 5.8473 -0.9282 0.8813
C 8.2596 -1.5673 2.0923
C 7.7557 -0.2773 2.1891
C 0.6257 -0.7190 -5.5243
C 6.5480 0.0425 1.5836
C -4.0107 2.7297 -2.0241
C 2.3019 -3.6370 -0.5670
C 2.8729 -4.7428 -1.1821
C 0.4376 1.0127 -3.8711
C 4.3383 -3.2965 -2.4248
H -2.9495 4.1317 4.0513
H -3.9619 0.6330 2.5362
H -6.1410 2.9183 -1.8781
H -3.8579 2.6437 3.7923
H 0.1565 3.0064 -4.6180
H -5.5598 1.2278 -1.8084
H -3.5233 -2.0478 5.8419
H -2.5815 -0.6501 1.3937
H 4.3386 -5.4357 -2.5882
H 2.3031 -1.5012 -0.3921
H -2.1744 1.9567 -2.8307
H 0.1741 2.3030 -6.9879
H 0.7657 -1.7620 -5.7779
H -2.7880 -0.0344 4.6061
H -2.9441 4.1632 -2.6741
H -6.5903 -2.7192 2.9333
H 8.3045 0.4785 2.7366
H 7.9489 -3.5439 1.3181
H 6.1538 1.0481 1.6591
H -4.3474 4.2406 1.3827
H 0.6652 0.9590 0.4641
H -5.3637 2.2918 -0.4125
H -3.2792 0.7123 -2.2373
H 2.5249 -5.7383 -0.9372
H 0.4779 -0.0791 -7.5667
H 0.7378 -1.0585 -3.4054
H 4.9021 -0.6867 0.4125
H 5.1367 -3.1627 -3.1437
H -5.8695 -0.6978 1.7081
H 0.4307 1.3170 -2.8300
H 9.2010 -1.8170 2.5652
H 5.7937 -2.9708 0.2372
H 4.1168 -1.1964 -2.0545
H -0.8774 2.7602 -0.4870
H -1.9498 4.3967 1.1812
H 1.5094 -3.7677 0.1591
H -5.4195 -3.3899 5.0020
```

Properties
Relative energy (zero: lowest compared OMol25 entry of this formula, charge and spin) (eV): 0.0000
Calculated total energy (Eh): -2703.024905
LUMO (eV): 0.4
HOMO energy (Ha): -0.31132



[6]
Computed, not measured: a structure of composition C29H37FeN9O3PS3 at a distorted geometry, with the ωB97M-V functional and the def2-TZVPD basis.

The geometry in XYZ format:
```
83
C29H37FeN9O3PS3, DFT the ωB97M-V functional and the def2-TZVPD basis
Fe 0.6626 1.1410 -0.7276
S -2.3232 -0.5462 -3.7779
S 5.4370 0.0725 -1.1446
S 0.5902 -0.4833 -2.3861
P -0.6540 -1.6225 -3.5392
O 0.0568 -2.1281 -4.8455
O -1.0911 -2.9291 -2.8095
O -0.7018 2.6260 -1.3613
N 3.5709 3.7044 1.3490
N 1.7412 2.7188 0.5910
N -0.4529 -0.1190 0.7329
N -0.5617 -1.7538 2.1853
N -3.0705 -4.2332 4.6138
N 3.0186 0.7652 -0.7893
N -2.7412 2.8273 -0.4513
N -1.9634 -4.2056 4.0016
N -1.4643 -2.9378 4.0326
C 0.0817 -0.6185 1.8417
C 0.0182 5.3278 2.5791
C 2.4385 5.5188 2.7268
C -0.4027 -4.2174 -2.5985
C 0.0905 4.2370 1.7392
C 2.5114 4.4205 1.8781
C 3.7553 -0.1304 -1.3754
C -1.7920 3.2130 -1.3099
C 0.8225 -1.4260 -5.9005
C -2.3305 -2.1083 4.6896
C -1.5496 -1.9895 1.2538
C -3.4561 -0.2735 5.6383
C 1.0140 -4.0227 -2.0918
C -3.3731 -2.9668 5.0725
C -2.0980 4.3738 -2.2032
C 1.3606 3.7835 1.3877
C -1.4696 -0.9773 0.3596
C -4.4823 -2.4748 5.7602
C -0.2724 -2.6217 3.3214
C 3.7872 1.6796 -0.1140
C 3.0567 2.7086 0.5942
C -2.3465 -0.7439 4.9685
C 5.1284 1.4574 -0.1969
C 0.2633 -0.0548 -6.2299
C -4.5062 -1.1234 6.0248
C -0.4830 -5.0731 -3.8461
C 2.2980 -1.3821 -5.5392
C 1.1747 5.9572 3.0644
C 1.2099 -0.0155 2.6029
H 4.5486 3.9033 1.4825
H -2.2123 -2.8364 1.3152
H 0.3771 0.6204 -5.3797
H -5.3537 -0.6979 6.5447
H 2.4640 -0.7308 -4.6852
H 1.0221 -3.3625 -1.2241
H 1.6431 -3.5915 -2.8734
H 2.6650 -2.3836 -5.3106
H -0.7897 -0.1139 -6.5000
H -2.5232 4.0004 -3.1368
H -1.0111 -4.6682 -1.8155
H 5.9340 2.0255 0.2406
H 1.0682 6.8089 3.7221
H -1.5170 -5.1582 -4.1790
H -3.5223 0.7799 5.8771
H 0.4524 -2.1268 3.9660
H 0.9536 0.1227 3.6539
H -0.1122 -6.0717 -3.6184
H 0.1381 -3.5677 2.9701
H -1.5326 -0.0860 4.6881
H -2.5778 2.0277 0.1407
H -0.9499 5.7090 2.8750
H -0.7928 3.7403 1.3582
H -5.2806 -3.1369 6.0653
H 2.1046 -0.6389 2.5462
H -2.0685 -0.8039 -0.5190
H 1.4308 -4.9870 -1.8036
H 0.8117 0.3623 -7.0729
H 3.3230 6.0080 3.1124
H 2.8591 -0.9927 -6.3879
H 0.6885 -2.0864 -6.7557
H 0.1130 -4.6523 -4.6532
H 3.3531 -0.9427 -1.9645
H -2.8117 5.0567 -1.7479
H 1.4332 0.9563 2.1723
H -3.6497 3.2574 -0.4293
H -1.1805 4.9032 -2.4451
```

Properties
⟨S²⟩: 8.766
Relative energy (zero: lowest compared OMol25 entry of this formula, charge and spin) (eV): 0.7855
Spin multiplicity: 6
Net charge: +2
Calculated total energy (Eh): -4645.119749
LUMO (spin up / spin down) (eV): -5.0 / -8.1
HOMO energy (spin up / spin down) (Ha): -0.47464 / -0.47465



Question: Number 4 is which compound?
Answer: C29H37Cl5CsN5O4S4